No. 1
Molecular formula: C4H5NO2
Method: DFT, wB97M-V/def2-TZVPD

The geometry in XYZ format:
```
12
Properties=species:S:1:pos:R:3:mulliken_charge:R:1
N -2.629 -0.966 -0.058 -0.518
C -1.319 -0.666 -0.119 0.623
C -0.145 -0.385 -0.198 -0.864
C 1.201 0.162 -0.377 0.414
O 2.213 -0.506 0.357 -0.533
C 1.158 1.627 0.070 -0.050
O 0.990 2.555 -0.676 -0.462
H -3.098 -0.773 0.815 0.245
H -2.920 -1.827 -0.499 0.242
H 1.471 0.149 -1.439 0.225
H 1.783 -1.124 0.960 0.350
H 1.296 1.755 1.165 0.328
```

Computed properties:
E_HOMO: -9.176 eV
Structure (SMILES): NC#C[C@H](O)C=O
Energy relative to the best compared isomer or geometry (same formula, charge and spin): 2.807 eV
Energy: -9811.508 eV
Lowest unoccupied orbital energy: 0.6 eV
Charge: 0
Kohn-Sham gap: 9.7566 eV

No. 2
Molecular formula: CH6N2
Method: DFT, wB97M-V/def2-TZVPD

The geometry in XYZ format:
```
9
Properties=species:S:1:pos:R:3:mulliken_charge:R:1
C 0.136 -1.164 -0.163 -0.621
N -0.107 1.571 -0.045 -0.453
N 0.444 0.499 0.740 -0.403
H 0.455 -0.865 -1.177 0.248
H 0.790 -2.010 0.088 0.268
H -0.904 -1.385 0.216 0.221
H 0.416 1.377 -0.923 0.264
H -1.074 1.400 -0.266 0.236
H -0.156 0.576 1.530 0.240
```

Computed properties:
E_HOMO: -8.555 eV
Energy relative to the best compared isomer or geometry (same formula, charge and spin): 3.022 eV
Energy: -4111.312 eV
Lowest unoccupied orbital energy: 1.1 eV
Charge: 0
Kohn-Sham gap: 9.6260 eV

No. 3
Molecular formula: C23H72N10O11
Method: DFT, wB97M-V/def2-TZVPD

The geometry in XYZ format:
```
116
Properties=species:S:1:pos:R:3:mulliken_charge:R:1
C 3.685 -2.017 -0.443 -0.195
O 4.470 -2.062 -1.627 -0.475
C 4.445 -0.846 -2.351 -0.091
C 5.516 -0.804 -3.409 0.414
C 5.405 -2.015 -4.355 -1.397
N 6.837 -0.700 -2.789 -0.723
H 4.086 -2.744 0.263 0.330
H 2.672 -2.328 -0.725 -0.050
H 3.716 -1.032 0.029 0.169
H 3.403 -0.696 -2.690 -0.327
H 4.498 0.051 -1.712 0.443
H 5.242 0.078 -3.998 0.350
H 4.553 -1.880 -5.030 0.329
H 5.250 -2.926 -3.776 0.273
H 6.284 -2.144 -4.987 0.403
H 7.549 -0.466 -3.472 0.289
H 7.092 -1.643 -2.501 0.261
C 3.145 1.930 2.860 -0.685
O 4.027 0.956 2.336 -0.362
C 4.353 -0.049 3.275 -0.612
C 5.176 0.414 4.475 0.491
C 6.327 1.337 4.060 -1.351
N 5.652 -0.739 5.258 -0.778
H 3.590 2.382 3.757 0.428
H 2.213 1.473 3.222 0.182
H 2.989 2.687 2.098 0.176
H 3.437 -0.549 3.617 0.169
H 4.991 -0.722 2.699 0.371
H 4.624 1.004 5.217 0.333
H 5.990 2.080 3.346 0.323
H 7.088 0.697 3.597 0.331
H 6.786 1.778 4.942 0.352
H 4.823 -1.250 5.564 0.280
H 6.064 -1.423 4.620 0.309
C 0.016 -1.816 -2.025 -0.039
O 0.304 -3.074 -2.606 -0.460
C -0.330 -4.110 -1.859 -0.654
C -0.077 -5.431 -2.542 0.427
C -0.930 -5.668 -3.781 -1.430
N -0.359 -6.469 -1.501 -0.722
H 0.469 -1.776 -1.032 -0.141
H -1.057 -1.602 -2.068 0.396
H 0.460 -1.015 -2.623 -0.008
H 0.193 -4.130 -0.892 0.365
H -1.389 -3.887 -1.678 0.263
H 0.998 -5.497 -2.708 0.311
H -1.932 -6.034 -3.541 0.338
H -0.512 -6.471 -4.393 0.366
H -1.019 -4.738 -4.346 0.354
H -0.491 -7.356 -1.981 0.271
H -1.282 -6.296 -1.104 0.255
C -6.760 3.826 -0.109 -0.709
O -6.434 2.693 0.680 -0.441
C -5.264 2.050 0.267 -0.329
C -5.433 1.236 -1.007 0.817
C -6.583 0.255 -0.892 -1.628
N -4.184 0.490 -1.299 -0.375
H -7.643 3.590 -0.712 0.282
H -5.974 4.088 -0.823 0.256
H -6.976 4.656 0.560 0.273
H -4.431 2.762 0.191 0.412
H -4.940 1.316 1.011 -0.039
H -5.723 1.865 -1.867 0.456
H -6.763 -0.333 -1.794 0.418
H -7.511 0.738 -0.576 0.367
H -6.408 -0.492 -0.106 0.215
H -4.178 0.306 -2.293 0.356
H -3.420 1.124 -1.072 -0.286
N 1.943 1.499 -3.010 -0.229
C 2.782 2.546 -2.721 0.545
N 2.074 3.471 -1.991 -0.297
O 3.987 2.541 -2.926 -0.641
H 2.311 0.715 -3.512 0.240
H 1.049 1.479 -2.556 0.183
H 2.516 4.232 -1.516 0.180
H 1.081 3.313 -1.940 0.163
N -3.344 1.228 3.065 0.128
C -4.307 0.948 4.012 0.431
N -5.111 -0.097 3.659 -0.232
O -4.302 1.512 5.110 -0.713
H -2.694 1.928 3.357 0.063
H -3.372 0.687 2.214 -0.012
H -4.853 -0.547 2.788 0.241
H -5.685 -0.561 4.334 0.234
N -2.513 3.797 -1.682 -0.255
C -1.967 2.758 -2.389 0.042
N -2.651 2.419 -3.529 -0.388
O -0.914 2.234 -2.044 -0.244
H -3.210 4.449 -1.989 0.202
H -1.917 4.070 -0.917 -0.029
H -3.526 2.884 -3.672 0.172
H -2.301 1.645 -4.061 0.244
C 0.158 0.011 1.078 -1.248
O -0.859 0.390 0.180 0.798
H -0.048 0.355 2.102 0.154
H 0.294 -1.070 1.166 0.549
H 1.174 0.358 0.854 0.277
H -0.579 1.211 -0.242 -0.332
C -0.232 -1.203 4.592 -0.216
O -0.708 -2.004 3.504 -0.462
H 0.776 -0.816 4.364 -0.099
H -0.840 -0.319 4.757 0.242
H -0.150 -1.826 5.478 0.323
H -1.159 -1.390 2.914 0.193
C -3.313 -2.323 0.882 -0.834
O -3.781 -1.010 1.164 -0.146
H -2.286 -2.266 0.521 0.119
H -3.417 -3.011 1.717 0.423
H -3.927 -2.783 0.094 0.287
H -3.690 -0.486 0.347 -0.061
C -0.484 4.726 0.758 -1.131
O -0.557 3.304 0.831 0.019
H 0.274 5.116 1.442 0.349
H -0.245 4.999 -0.267 0.379
H -1.421 5.201 1.075 0.380
H -0.469 3.052 1.754 0.109
```

Computed properties:
E_HOMO: -8.829 eV
Structure (SMILES): COC[C@H](C)N.COC[C@H](C)N.COC[C@H](C)N.COC[C@H](C)N.NC(N)=O.NC(N)=O.NC(N)=O.CO.CO.CO.CO
Energy relative to the best compared isomer or geometry (same formula, charge and spin): 0.388 eV
Energy: -62441.158 eV
Lowest unoccupied orbital energy: -0.2 eV
Charge: 0
Kohn-Sham gap: 8.6013 eV

No. 4
Molecular formula: C5H10N2
Method: DFT, wB97M-V/def2-TZVPD

The geometry in XYZ format:
```
17
Properties=species:S:1:pos:R:3:mulliken_charge:R:1
C -1.881 -0.740 -0.111 -1.345
C -0.769 0.156 0.359 0.550
N -1.039 1.512 -0.054 -0.715
C 0.163 2.051 -0.001 -0.141
N 1.185 1.163 0.019 -0.237
C 0.564 -0.058 -0.306 0.091
C 1.364 -1.305 0.104 -1.429
H -1.992 -1.740 0.310 0.355
H -2.745 -0.099 0.224 0.337
H -1.877 -0.707 -1.217 0.270
H -0.658 0.189 1.490 0.300
H 0.309 3.123 0.103 0.404
H 2.220 1.355 -0.148 0.272
H 0.375 -0.128 -1.360 0.230
H 2.377 -1.228 -0.333 0.353
H 1.534 -1.292 1.151 0.374
H 0.871 -2.253 -0.231 0.331
```

Computed properties:
E_HOMO: -8.396 eV
Structure (SMILES): C[C@@H]1N=CN[C@H]1C
Energy relative to the best compared isomer or geometry (same formula, charge and spin): 0.880 eV
Energy: -8326.454 eV
Lowest unoccupied orbital energy: 1.0 eV
Charge: 0
Kohn-Sham gap: 9.3807 eV

No. 5
Molecular formula: C8H9N2O
Method: DFT, wB97M-V/def2-TZVPD

The geometry in XYZ format:
```
20
Properties=species:S:1:pos:R:3:mulliken_charge:R:1
C 1.018 1.754 0.618 -0.847
C 0.052 0.986 -0.024 0.690
C -0.692 1.638 -1.043 -0.567
C -1.888 1.163 -1.475 -0.553
C -2.403 -0.110 -1.046 -0.581
C -1.708 -0.854 -0.090 -0.655
C -0.434 -0.403 0.378 0.936
N 0.242 -1.408 0.965 -0.092
C 1.567 -1.687 1.062 -0.158
N 2.505 -1.111 0.376 0.189
O 2.211 -0.342 -0.611 -0.496
H 0.960 2.719 0.377 0.445
H 1.447 1.401 1.530 0.283
H -0.183 2.433 -1.547 0.421
H -2.363 1.854 -2.165 0.376
H -3.341 -0.344 -1.341 0.494
H -2.249 -1.689 0.310 0.331
H -0.171 -2.165 1.460 0.271
H 2.004 -2.421 1.816 0.295
H 3.426 -1.416 0.451 0.218
```

Computed properties:
E_HOMO (alpha / beta): -12.462 / -12.479 eV
Structure (SMILES): C=C1C=CC=C/C1=[NH+]/C=[NH+]\[O-]
Energy relative to the best compared isomer or geometry (same formula, charge and spin): 4.514 eV
Energy: -13458.307 eV
Lowest unoccupied orbital energy (alpha / beta): -5.7 / -5.7 eV
Charge: +1
Kohn-Sham gap (alpha / beta): 6.7760 / 6.7976 eV

Please write out number 2 again, unchanged.
Molecular formula: CH6N2
Method: DFT, wB97M-V/def2-TZVPD

The geometry in XYZ format:
```
9
Properties=species:S:1:pos:R:3:mulliken_charge:R:1
C 0.136 -1.164 -0.163 -0.621
N -0.107 1.571 -0.045 -0.453
N 0.444 0.499 0.740 -0.403
H 0.455 -0.865 -1.177 0.248
H 0.790 -2.010 0.088 0.268
H -0.904 -1.385 0.216 0.221
H 0.416 1.377 -0.923 0.264
H -1.074 1.400 -0.266 0.236
H -0.156 0.576 1.530 0.240
```

Computed properties:
E_HOMO: -8.555 eV
Energy relative to the best compared isomer or geometry (same formula, charge and spin): 3.022 eV
Energy: -4111.312 eV
Lowest unoccupied orbital energy: 1.1 eV
Charge: 0
Kohn-Sham gap: 9.6260 eV

- What is the formula in the fourth record?
  C5H10N2